1.
Here is 2 unconnected molecules or ions with the total composition C9H22BIN3O4 from the OMol25 dataset. Energies are from ωB97M-V/def2-TZVPD.

For the HOMO energy, the calculation gives -12.19 eV. As for the net charge: +1. Its frontier orbital gap is 8.8 eV. Its LUMO energy is -0.12432 hartree. The strongest force on any atom is 2.48 eV/Å.

Last column: natural (NBO) charge in e.
Cartesian coordinates (Å):
N (0.65100, -0.33990, 1.37635)  -1.05
B (0.70061, 1.02046, 1.83273)  1.17
O (1.69545, 1.42232, 2.73086)  -0.91
N (-0.33084, 2.04326, 1.29441)  -0.66
C (-1.01197, 2.74473, 2.44185)  -0.24
C (-1.96442, 1.82409, 3.25721)  -0.54
C (-2.95401, 0.98828, 2.40324)  0.66
N (-3.61294, 1.55111, 1.27336)  -0.85
O (-3.12879, -0.15252, 2.68011)  -0.51
C (0.45984, 3.07482, 0.52562)  -0.33
C (0.00068, 3.25521, -0.94338)  0.42
O (0.26416, 4.25799, -1.46819)  -0.45
I (-1.03132, 1.74932, -2.06048)  0.14
H (0.61531, -0.40477, 0.35267)  0.43
H (1.50722, -0.78127, 1.71780)  0.42
H (2.47370, 1.72635, 2.23613)  0.52
H (-0.98742, 1.49326, 0.71808)  0.47
H (-0.21199, 3.10034, 3.12679)  0.26
H (-1.56860, 3.65112, 2.11906)  0.23
H (-1.44734, 1.15652, 3.97482)  0.26
H (-2.58807, 2.50143, 3.88774)  0.27
H (-3.29946, 2.51532, 1.15159)  0.35
H (-4.62375, 1.51000, 1.38803)  0.42
H (0.34459, 4.05578, 1.02757)  0.27
H (1.54153, 2.83951, 0.53922)  0.25
C (1.27407, -2.46833, -4.24957)  -0.65
C (1.77197, -1.99234, -2.89622)  -0.06
O (0.81439, -2.12967, -1.85447)  -0.57
C (0.35738, -3.45090, -1.58843)  -0.07
C (1.46328, -4.40857, -1.18200)  -0.64
H (0.36842, -1.92818, -4.53493)  0.21
H (2.03618, -2.30360, -5.01268)  0.23
H (1.03278, -3.53166, -4.24462)  0.21
H (2.00412, -0.92697, -2.96009)  0.18
H (2.70426, -2.49630, -2.62284)  0.17
H (-0.19998, -3.83716, -2.44725)  0.17
H (-0.35857, -3.36698, -0.76856)  0.19
H (2.20608, -4.53534, -1.97061)  0.21
H (1.04734, -5.39058, -0.95339)  0.23
H (1.98511, -4.03618, -0.29753)  0.21

Force components x, y, z for each atom (eV/Å):
N 0.9389 2.2712 -0.2945
B 1.1380 -2.0228 0.4879
O -1.0666 0.5800 -0.9683
N 0.7762 0.3310 0.7442
C -0.7343 0.1166 1.5557
C -0.2416 0.6195 -0.3091
C 0.1676 0.2821 -0.4243
N 1.1096 1.0759 1.1943
O -0.3296 -1.0769 0.5741
C -0.3831 -0.0591 -0.3604
C 0.0000 -0.8918 0.8222
O 0.4618 1.6732 -0.8584
I 0.0720 -0.2889 0.5241
H -0.6143 -0.7396 0.2712
H -0.4692 -0.3572 -0.2006
H 0.0324 -0.1907 0.5963
H -0.0933 0.5273 -0.2452
H -0.3813 -0.2285 -0.5919
H 0.4611 -0.6913 -0.3765
H -0.1737 0.1921 -0.7121
H 0.4230 -0.3555 -0.4195
H -0.6578 -0.1153 -0.1321
H 0.1777 -0.2461 -0.3845
H 0.0185 -0.5800 -0.3989
H -0.6124 0.0004 -0.2378
C -0.1241 -0.0664 0.0362
C 0.0755 -0.0878 -0.1876
O -0.0872 0.4094 0.2941
C -0.0051 -0.2335 0.0114
C 0.1292 0.0895 -0.0467
H 0.0616 0.0083 -0.0088
H -0.0232 0.0233 0.0403
H 0.0877 -0.0072 -0.0260
H -0.0974 0.0072 0.1460
H -0.0153 -0.0608 -0.0301
H 0.0626 -0.0143 -0.0220
H 0.0254 0.1782 -0.0532
H -0.0598 -0.0788 -0.0206
H -0.0071 0.0460 0.0049
H -0.0426 -0.0384 0.0060

2.
Here is a molecular structure, C9H22BN3O6S from the OMol25 dataset. Energies are from ωB97M-V/def2-TZVPD.

For the HOMO energy, the calculation gives -9.69 eV. As for the net charge: 0. Its frontier orbital gap is 10.0 eV. Its LUMO energy is 0.01327 hartree. The strongest force on any atom is 5.72 eV/Å.

Last column: natural (NBO) charge in e.
Cartesian coordinates (Å):
O (-2.19222, -3.12866, -1.80824)  -0.60
O (1.40266, 0.86508, -2.55576)  -0.87
O (3.07192, -1.11970, -2.41430)  -0.89
O (0.87209, 0.05339, 2.11746)  -0.90
O (0.26626, 2.02365, 0.84386)  -0.90
O (-3.81068, -1.66423, -1.20240)  -0.68
B (-0.04972, 1.01898, 1.77786)  1.12
C (-2.53420, -2.11145, -1.26129)  0.80
N (-1.13749, -1.88114, 0.75188)  -0.85
N (2.76528, 0.66087, -0.31237)  -0.63
N (1.06452, -1.06501, -0.80225)  -0.90
C (3.63250, -0.25627, 0.38154)  -0.44
C (3.43404, 1.81380, -0.91732)  -0.46
C (-1.38715, 1.15401, 2.53446)  -0.80
C (-0.20229, -1.19100, -1.53922)  -0.25
C (-2.55452, 1.49703, 1.63379)  -0.38
C (-2.96683, 0.42937, 0.66517)  -0.41
C (-1.94711, 0.15422, -0.42791)  -0.44
C (-1.42287, -1.25785, -0.56592)  0.01
S (2.16007, -0.08310, -1.76481)  2.30
H (1.52980, 0.08476, 1.39887)  0.49
H (1.00889, 1.53037, 0.42627)  0.48
H (-4.34829, -2.22232, -1.81394)  0.50
H (-0.34904, -1.28639, 1.18400)  0.39
H (-0.71562, -2.78874, 0.70086)  0.36
H (1.33900, -1.94853, -0.38983)  0.41
H (3.02551, -1.08693, 0.59121)  0.21
H (4.05587, 0.34113, 1.18684)  0.23
H (4.43424, -0.59067, -0.24789)  0.22
H (2.83779, 2.58228, -1.32983)  0.24
H (4.14369, 2.26525, -0.27925)  0.22
H (3.97177, 1.50998, -1.82939)  0.20
H (-1.53667, 0.21743, 3.02799)  0.23
H (-1.22242, 1.98489, 3.31395)  0.25
H (-0.05061, -2.02399, -2.25240)  0.22
H (-0.42854, -0.29913, -2.21597)  0.24
H (-2.45106, 2.40079, 1.06631)  0.20
H (-3.35836, 1.72848, 2.40003)  0.20
H (-3.21553, -0.47210, 1.24026)  0.22
H (-3.92578, 0.75374, 0.16625)  0.21
H (-2.13229, 0.57430, -1.34099)  0.22
H (-1.07658, 0.83338, -0.13758)  0.24

Force components x, y, z for each atom (eV/Å):
O -0.8397 -0.1469 -0.2374
O 1.3470 -0.8416 1.1745
O -1.8383 3.9324 1.7469
O 0.1995 0.0239 -0.9078
O 0.9927 -1.9565 0.3649
O 0.3026 -0.3637 -0.6494
B -0.1123 1.9185 0.5870
C 1.2144 -0.4246 0.3121
N 1.3973 2.2972 0.4085
N -0.6981 1.3528 -3.2562
N -0.9520 2.5294 -1.5024
C 0.9463 1.2554 -0.5171
C 1.6419 -0.1600 -0.9849
C 1.0270 1.1927 0.3134
C -0.5844 -0.0881 -1.3042
C -1.5158 0.5975 1.8859
C -2.1524 -0.4364 -0.5122
C 2.6856 0.7483 3.7878
C -0.7985 -0.8109 -0.4555
S -0.4185 -5.6518 0.7482
H 0.1158 -0.3096 0.5578
H 0.0448 1.3351 -0.5588
H 0.5345 0.2779 0.6564
H -1.7335 -1.1385 -0.5807
H -0.1264 -0.7207 -0.5463
H 0.6734 0.0713 -0.7269
H -0.3553 -1.1561 1.2302
H -0.1892 -0.6187 0.5366
H 0.6387 -0.2262 -0.3919
H -1.4997 0.6112 0.2937
H 0.7249 0.3162 1.0074
H 0.5072 -0.1709 0.3155
H -0.5138 -0.5202 0.6972
H -0.3126 -1.2063 -0.9519
H -0.8621 0.0118 0.5644
H 0.8095 -1.0527 1.1050
H 0.6048 0.7695 -0.0884
H 0.1889 -0.3545 -1.2809
H 0.1280 -0.0121 -0.3577
H 0.7808 -0.3526 0.5908
H -1.2541 0.6803 -2.5571
H -0.7488 -1.2016 -0.5167

3.
Here is 2 unconnected molecules or ions with the total composition C9H22Br2NO4S from the OMol25 dataset. Energies are from ωB97M-V/def2-TZVPD.

For the HOMO energy, the calculation gives -11.90 eV. As for the net charge: +1. Its frontier orbital gap is 8.6 eV. Its LUMO energy is -0.12268 hartree. The strongest force on any atom is 0.37 eV/Å.

Last column: natural (NBO) charge in e.
Cartesian coordinates (Å):
C (-1.62924, -1.54023, -3.14481)  -0.62
C (-2.42473, -1.41848, -1.85989)  -0.06
O (-1.90692, -2.37220, -0.93156)  -0.55
C (-2.75484, -2.69057, 0.13832)  -0.09
C (-1.97755, -2.60406, 1.44239)  -0.09
O (-1.19121, -1.35092, 1.37865)  -0.66
S (0.00783, -1.23031, 2.37413)  1.52
O (-0.18333, 0.26184, 2.89834)  -0.80
C (1.44937, -1.06021, 1.31196)  -0.63
C (1.13961, -0.81824, -0.16323)  0.06
O (0.47813, 0.42784, -0.17761)  -0.72
C (2.45395, -0.84611, -0.99391)  -0.24
N (3.08328, 0.43218, -1.23431)  -0.84
H (-1.65526, -2.57450, -3.49345)  0.23
H (-0.58197, -1.27083, -2.97160)  0.20
H (-2.03573, -0.88529, -3.91512)  0.23
H (-2.33291, -0.41363, -1.42747)  0.17
H (-3.48615, -1.62027, -2.04250)  0.18
H (-3.08914, -3.72909, 0.03130)  0.21
H (-3.63320, -2.03947, 0.18008)  0.19
H (-2.63648, -2.53109, 2.30772)  0.21
H (-1.29745, -3.45331, 1.54047)  0.20
H (-0.15921, 0.27058, 3.86735)  0.53
H (2.03418, -1.97202, 1.46678)  0.26
H (2.00371, -0.20997, 1.72486)  0.28
H (0.47304, -1.60118, -0.54355)  0.20
H (0.34854, 0.72153, -1.08217)  0.49
H (3.16287, -1.50906, -0.47989)  0.18
H (2.24083, -1.31666, -1.95579)  0.21
H (2.93707, 1.14861, -0.53584)  0.38
H (2.88615, 0.80973, -2.14653)  0.37
Br (-0.62479, 3.92026, -0.27796)  -0.01
C (0.29300, 4.75582, 1.21936)  -0.45
C (1.78541, 4.78040, 1.03067)  -0.43
Br (2.59148, 3.02349, 1.28471)  -0.04
H (-0.00122, 4.21038, 2.11006)  0.23
H (-0.09067, 5.77218, 1.26829)  0.24
H (2.25700, 5.42356, 1.76933)  0.24
H (2.06657, 5.09932, 0.03240)  0.24

Force components x, y, z for each atom (eV/Å):
C 0.0810 -0.0732 0.2652
C 0.0034 0.0872 -0.1202
O 0.0913 -0.1855 -0.0776
C 0.0684 0.0833 0.0354
C -0.0499 -0.0241 -0.0005
O 0.1812 -0.1639 0.0839
S -0.0816 0.2424 -0.0185
O 0.2298 -0.2286 -0.1796
C 0.1035 0.1444 -0.2080
C -0.1338 0.0911 -0.0822
O -0.0400 -0.1529 0.1833
C 0.1495 0.0855 0.1257
N 0.1069 -0.0435 -0.1054
H -0.0272 0.1162 -0.0614
H -0.0944 -0.0109 -0.0571
H 0.0132 -0.0196 0.0255
H -0.0690 -0.0410 -0.0220
H 0.0729 -0.0025 -0.0136
H -0.1786 0.0797 0.1298
H 0.0898 0.0292 -0.0473
H 0.0105 -0.1469 -0.0414
H 0.0385 0.1736 0.0153
H -0.1645 0.0214 0.1066
H -0.1798 0.0172 0.0055
H -0.0689 -0.0617 0.0248
H 0.0362 -0.0664 0.1704
H 0.0097 0.1291 -0.1709
H -0.0925 -0.0536 -0.0804
H 0.0269 0.0350 0.0545
H -0.0955 -0.1492 -0.0141
H -0.0621 0.0560 -0.0112
Br 0.0246 -0.0287 0.0397
C -0.0483 -0.0138 -0.0787
C 0.0269 -0.0410 -0.0195
Br 0.0144 0.0768 0.1024
H 0.0075 0.0206 0.0184
H 0.0142 0.0058 -0.0050
H -0.0224 -0.0110 0.0216
H 0.0085 0.0237 0.0066

Number 1: molecular weight 374.0 g mol⁻¹. Number 2: molecular weight 311.2 g mol⁻¹. Number 3: molecular weight 400.2 g mol⁻¹.